87
Properties=species:S:1:pos:R:3 method="wB97M-V/def2-TZVPD" largest_force_ev_per_a=3.8 e_homo_ev=-13.7 e_above_lowest_ev=1.681 multiplicity=1 e_tot_ha=-3186.5836 charge=+2
Ir -0.55365 -0.27889 -0.52432
Cl 1.93110 0.41465 1.22821
C 2.08400 1.85275 0.15295
Cl 1.49145 1.53415 -1.49828
H 3.13101 2.11199 0.08632
H 1.47992 2.63851 0.58069
C -7.11950 -5.78633 0.58740
C -6.13950 -4.67702 0.84768
C -4.77065 -4.88653 0.74014
C -3.84792 -3.89111 1.03030
C -2.38530 -4.19002 0.89171
C -4.33987 -2.65155 1.44999
Te -3.17539 -1.15476 2.34583
N -1.66030 -0.34355 1.23009
C -1.50087 0.95315 1.37256
O -0.69064 1.41580 0.49811
C -2.06222 1.84191 2.42031
C -1.31012 2.03678 3.57596
C -1.81521 2.83095 4.59449
C -3.06341 3.42218 4.45738
C -3.79893 3.24585 3.29085
C -3.30217 2.45728 2.26609
C -2.05005 -2.35543 3.67431
C -0.71362 -2.73947 3.57334
C 0.17881 -2.55580 2.36948
C -0.12853 -3.36469 4.67543
C -0.81276 -3.60688 5.85273
C -0.13919 -4.24009 7.03956
C -2.15218 -3.23323 5.91347
C -2.78430 -2.61056 4.85321
C -4.24100 -2.22993 5.01424
C -5.72096 -2.37592 1.52768
C -6.32077 -1.04932 1.93800
C -6.58810 -3.41404 1.21728
H -6.64432 -6.63736 0.10371
H -7.94469 -5.44332 -0.03701
H -7.55035 -6.13037 1.52965
H -4.40496 -5.85732 0.42257
H -2.22501 -4.92036 0.09898
H -1.98303 -4.60127 1.82128
H -1.82960 -3.29574 0.63125
H -0.33417 1.57378 3.67385
H -1.23380 2.98831 5.49364
H -3.45899 4.03595 5.25624
H -4.76092 3.72818 3.17937
H -3.86288 2.33164 1.35008
H -0.35110 -2.24302 1.48041
H 0.69235 -3.49528 2.15489
H 0.94669 -1.80792 2.58309
H 0.91199 -3.66495 4.59916
H 0.86407 -4.58424 6.79496
H -0.71704 -5.08811 7.40893
H -0.06330 -3.52201 7.85807
H -2.71845 -3.43037 6.81741
H -4.66158 -2.71006 5.89496
H -4.84811 -2.55165 4.16420
H -4.36570 -1.15025 5.14673
H -5.78513 -0.20191 1.51653
H -6.34633 -0.93909 3.02562
H -7.34835 -0.99182 1.58597
H -7.65565 -3.22810 1.27202
C 3.03030 -4.90748 -1.89122
N 1.97527 -3.93379 -1.63083
C 0.56396 -4.10874 -1.96801
C 0.00503 -2.80355 -1.46113
O -1.16502 -2.38604 -1.42936
N 0.97728 -2.04487 -0.95445
C 2.13573 -2.74138 -1.05759
N 3.29179 -2.28056 -0.61372
H 2.57979 -5.79599 -2.32287
H 3.53194 -5.19243 -0.96590
H 3.75869 -4.51526 -2.60221
H 0.11864 -4.95952 -1.44887
H 0.40211 -4.22844 -3.03980
H 3.32227 -1.36810 -0.18728
H 4.14684 -2.79666 -0.73053
O -0.87797 0.06924 -3.00418
C -2.03706 0.21091 -2.63793
C -3.28639 0.39825 -3.43420
C -4.35599 0.50247 -2.34574
C -3.63888 0.27315 -1.02948
O -4.19897 0.19914 0.04710
N -2.28381 0.16842 -1.28155
H -3.42141 -0.46364 -4.08792
H -3.20706 1.27679 -4.07188
H -5.14836 -0.23705 -2.43911
H -4.82741 1.48383 -2.30886